Here is a cluster of 2 separate species, C5H17N2O in total at a distorted geometry from the OMol25 dataset. Energies are from ωB97M-V/def2-TZVPD.

```
25
C5H17N2O ωB97M-V/def2-TZVPD
C 1.280 -1.634 1.825
C 0.397 -0.508 1.152
C -1.146 -1.042 1.017
C -2.244 -0.245 0.437
C -2.222 0.647 -0.820
N -1.001 0.524 -1.612
N 1.054 -0.244 -0.117
H 1.909 -1.171 2.504
H 0.725 -2.304 2.470
H 1.819 -2.337 1.116
H 0.437 0.321 1.889
H -1.083 -1.880 0.370
H -1.399 -1.286 2.041
H -3.121 -0.886 0.469
H -2.582 0.493 1.197
H -2.457 1.672 -0.613
H -3.306 0.294 -1.285
H -0.623 1.480 -1.806
H -1.039 -0.037 -2.530
H 0.541 0.348 -0.772
H 1.871 0.227 0.134
H 1.047 -1.152 -0.590
H 3.473 2.905 -1.172
H 2.561 1.937 -2.179
O 3.057 2.014 -1.350
```

Properties
HOMO = -13.60 eV
net charge = +1
spin multiplicity = 1
Kohn-Sham gap = 10.6 eV
strongest force on any atom = 0.081 hartree/bohr
E_tot = -10480.6414 eV



Here is a structure of composition C3H5AgLiO4 at a distorted geometry from the OMol25 dataset. Energies are from ωB97M-V/def2-TZVPD.

```
14
C3H5AgLiO4 ωB97M-V/def2-TZVPD
O -0.224 1.415 1.095
C 1.087 -0.560 1.476
O 0.178 -1.116 2.236
O 1.186 -0.832 0.250
O 2.283 -0.599 2.213
C 3.473 -0.085 1.622
C 4.600 -0.198 2.621
H 3.712 -0.649 0.709
H 3.290 0.959 1.329
H 4.805 -1.252 2.857
H 5.516 0.226 2.187
H 4.360 0.331 3.553
Ag -2.072 0.349 2.008
Li 1.295 -1.706 3.725
```

Properties
HOMO (spin up / spin down) = -8.51 / -7.73 eV
spin multiplicity = 2
Kohn-Sham gap (spin up / spin down) = 7.4 / 6.7 eV
strongest force on any atom = 0.134 hartree/bohr
E_tot = -15582.3271 eV



Here is the ion C6H6N with charge +1 at a distorted geometry from the OMol25 dataset. Energies are from ωB97M-V/def2-TZVPD.

```
13
C6H6N ωB97M-V/def2-TZVPD
C -2.814 -0.019 1.911
C -2.513 -0.042 0.487
C -1.988 -0.274 -0.600
C -1.588 -0.361 1.641
C -0.776 0.039 -1.216
C -0.070 -0.392 1.285
N 0.165 0.425 0.053
H -0.230 -0.742 -1.720
H -0.732 0.918 -1.810
H 0.326 -0.212 2.293
H 0.072 -1.489 0.954
H 1.125 0.190 -0.154
H -0.040 1.402 0.175
```

Properties
HOMO = -13.81 eV
net charge = +1
spin multiplicity = 1
Kohn-Sham gap = 8.9 eV
strongest force on any atom = 0.099 hartree/bohr
E_tot = -7794.3416 eV



Here is a cluster of 2 separate species, C4H5N3 in total from the OMol25 dataset. Energies are from ωB97M-V/def2-TZVPD.

```
12
C4H5N3 ωB97M-V/def2-TZVPD
N 0.942 0.166 -2.987
C 0.977 0.022 0.449
C 0.968 -0.031 1.726
N 0.345 -0.098 2.815
C -0.977 -0.130 2.426
N -1.366 -0.094 1.167
C -0.430 -0.021 0.202
H 0.488 -0.744 -3.076
H 0.216 0.885 -3.068
H 1.346 0.225 -2.051
H -1.712 -0.187 3.221
H -0.798 0.007 -0.824
```

Properties
HOMO = -9.94 eV
spin multiplicity = 1
SMILES = C1=C=NC=NC=1.N
Kohn-Sham gap = 9.6 eV
strongest force on any atom = 0.011 hartree/bohr
E_tot = -8695.5568 eV



Here is a cluster of 10 separate species, C28H72N19O10S in total at a distorted geometry from the OMol25 dataset. Energies are from ωB97M-V/def2-TZVPD.

```
130
C28H72N19O10S ωB97M-V/def2-TZVPD
C 3.852 1.787 3.020
C 4.274 1.678 1.426
C 5.197 2.774 0.620
C 3.709 0.478 0.688
C 2.234 0.694 -0.007
C 1.597 -0.656 -0.693
C 0.125 -0.185 -1.330
C -0.063 -0.656 -2.889
C -1.064 -0.707 -0.310
C -2.572 -0.258 -0.770
C -3.119 1.121 0.004
S -4.707 1.592 -0.949
C -3.478 0.842 1.578
C -3.020 2.023 2.619
C -1.507 1.716 3.254
C -4.052 1.892 3.929
N -3.187 3.435 2.109
O -4.472 3.828 2.096
C -2.472 3.691 0.804
C -3.311 4.796 -0.130
C -1.049 4.480 1.191
C -2.042 2.355 -0.040
H 2.666 1.722 3.051
H 4.199 2.803 3.491
H 4.237 0.839 3.630
H 4.453 3.412 -0.051
H 5.725 3.561 1.335
H 5.962 2.274 -0.143
H 4.332 -0.529 0.658
H 1.493 1.008 0.867
H 2.339 1.543 -0.831
H 2.275 -1.170 -1.496
H 1.328 -1.484 0.108
H 0.109 0.987 -1.318
H -0.558 -1.714 -2.955
H 0.950 -0.552 -3.477
H -0.825 0.117 -3.385
H -1.039 -1.899 -0.378
H -0.787 -0.446 0.799
H -2.607 0.003 -1.932
H -3.304 -1.172 -0.634
H -4.171 2.135 -2.161
H -2.876 -0.136 1.901
H -4.612 0.555 1.652
H -1.032 2.695 3.684
H -1.572 0.952 4.164
H -0.878 1.253 2.362
H -5.189 1.794 3.585
H -3.814 0.942 4.569
H -3.896 2.850 4.587
H -3.435 5.768 0.551
H -4.373 4.418 -0.444
H -2.735 5.040 -1.141
H -0.345 3.845 1.876
H -1.381 5.456 1.748
H -0.520 4.814 0.182
H -0.942 2.033 0.280
H -1.954 2.683 -1.181
C 6.474 4.913 4.437
O 5.443 4.313 4.177
N 6.487 6.196 4.840
N 7.690 4.344 4.343
H 7.326 6.706 5.059
H 5.593 6.661 4.924
H 7.724 3.378 4.043
H 8.550 4.821 4.552
C 9.165 1.704 2.206
O 8.820 1.728 3.377
N 10.455 1.738 1.828
N 8.286 1.642 1.190
H 10.759 1.718 0.869
H 11.149 1.784 2.562
H 7.304 1.615 1.431
H 8.551 1.621 0.220
C -5.191 3.322 7.578
O -4.016 3.166 7.285
N -5.664 3.123 8.822
N -6.119 3.708 6.683
H -6.627 3.247 9.082
H -4.998 2.832 9.526
H -5.805 3.869 5.735
H -7.091 3.842 6.906
C -0.791 -4.769 -0.960
O -1.029 -3.766 -1.614
N -0.257 -4.723 0.274
N -1.043 -6.010 -1.414
H -0.055 -5.538 0.828
H -0.052 -3.808 0.653
H -1.445 -6.089 -2.338
H -0.854 -6.848 -0.890
C -2.683 -1.025 -6.491
O -1.719 -1.254 -7.204
N -3.752 -0.328 -6.916
N -2.761 -1.447 -5.217
H -4.555 -0.129 -6.344
H -3.733 0.008 -7.870
H -1.977 -1.975 -4.857
H -3.547 -1.268 -4.614
C -1.771 -3.444 -10.726
O -2.196 -2.533 -11.419
N -1.318 -4.600 -11.242
N -1.717 -3.372 -9.383
H -0.964 -5.361 -10.688
H -1.341 -4.695 -12.249
H -2.049 -2.518 -8.954
H -1.370 -4.111 -8.796
C 0.687 -8.496 -3.070
O -0.311 -8.303 -2.394
N 1.131 -9.729 -3.373
N 1.430 -7.494 -3.573
H 1.951 -9.909 -3.929
H 0.600 -10.512 -3.015
H 1.130 -6.550 -3.367
H 2.255 -7.634 -4.132
C 1.587 -7.433 -10.586
O 0.589 -7.239 -9.909
N 2.031 -8.666 -10.889
N 2.330 -6.431 -11.088
H 2.851 -8.845 -11.445
H 1.500 -9.448 -10.530
H 2.030 -5.487 -10.883
H 3.155 -6.571 -11.647
C -4.208 3.792 12.243
O -4.012 2.933 11.397
N -4.707 5.005 11.946
N -3.943 3.601 13.548
H -4.875 5.725 12.628
H -4.920 5.190 10.975
H -3.566 2.701 13.815
H -4.097 4.296 14.259
```

Properties
HOMO (spin up / spin down) = -4.26 / -4.27 eV
spin multiplicity = 2
Kohn-Sham gap (spin up / spin down) = 1.8 / 1.8 eV
strongest force on any atom = 0.062 hartree/bohr
E_tot = -89819.2877 eV



Here is a cluster of 2 separate species, C3H4N2O3 in total at a distorted geometry from the OMol25 dataset. Energies are from ωB97M-V/def2-TZVPD.

```
12
C3H4N2O3 ωB97M-V/def2-TZVPD
C 1.720 -1.154 -0.325
C -1.795 -1.233 -0.934
C -0.945 1.599 1.048
N 1.846 -0.362 0.685
N -0.147 1.063 0.287
O 0.797 -1.095 -1.337
O -2.446 -0.572 -1.622
O 0.951 0.443 1.171
H 2.592 -1.894 -0.402
H 0.063 -0.469 -1.157
H -0.995 1.491 2.094
H -1.641 2.183 0.492
```

Properties
HOMO = -9.11 eV
spin multiplicity = 1
Kohn-Sham gap = 9.7 eV
strongest force on any atom = 0.079 hartree/bohr
E_tot = -12293.3189 eV



Here is a structure of composition C11H13BrSn at a distorted geometry from the OMol25 dataset. Energies are from ωB97M-V/def2-TZVPD.

```
26
C11H13BrSn ωB97M-V/def2-TZVPD
C 0.098 0.240 -2.388
C 0.614 1.494 -2.064
C 1.975 1.300 -1.552
H 0.152 2.478 -2.207
C 2.173 -0.155 -1.466
C 1.046 -0.771 -2.008
H 0.904 -1.846 -2.133
H -0.874 0.050 -2.851
H 2.772 2.013 -1.690
H 3.102 -0.614 -1.113
Sn 1.787 1.640 0.691
Br 0.004 3.250 1.305
C -1.872 -0.659 2.015
C -1.570 -1.793 1.192
C -2.018 -1.499 -0.131
H -1.075 -2.711 1.505
C -2.765 -0.287 -0.068
C -2.644 0.262 1.231
H -3.031 1.223 1.574
H -1.609 -0.545 3.073
H -1.949 -2.155 -0.984
H -3.405 0.106 -0.879
C 2.008 -0.035 2.083
H 1.430 0.081 3.013
H 3.063 -0.147 2.322
H 1.683 -0.919 1.533
```

Properties
HOMO = 0.83 eV
net charge = -2
spin multiplicity = 1
Kohn-Sham gap = 4.7 eV
strongest force on any atom = 0.072 hartree/bohr
E_tot = -87488.7033 eV



Here is the ion C3H6NO2 with charge -1 at a distorted geometry from the OMol25 dataset. Energies are from ωB97M-V/def2-TZVPD.

```
12
C3H6NO2 ωB97M-V/def2-TZVPD
C -0.973 0.016 -1.420
N -0.058 0.784 -0.811
C 0.071 0.576 0.650
C 0.643 -0.755 1.093
O 1.435 -0.661 2.223
O -1.360 0.032 -2.621
H -1.431 -0.728 -0.836
H 0.645 1.367 -1.243
H -0.852 0.719 1.074
H 0.886 1.261 0.894
H 1.221 -1.181 0.179
H -0.228 -1.432 0.818
```

Properties
HOMO = -2.68 eV
net charge = -1
spin multiplicity = 1
SMILES = O=CNCC[O-]
Kohn-Sham gap = 6.7 eV
strongest force on any atom = 0.081 hartree/bohr
E_tot = -8792.3183 eV



- Among the records above, which one has the highest strongest force on any atom?
  C3H5AgLiO4



- What is the spin multiplicity in the fifth record?
  2



- Among the records above, which one has the highest E_tot?
  C6H6N



- The highest E_tot belongs to which entry?
  C6H6N